{
  "formula": "C8H12MoN4OSe3Te",
  "method": "ωB97M-V/def2-TZVPD",
  "symbols": ["Mo", "Se", "Se", "Te", "Se", "N", "C", "C", "N", "C", "C", "N", "C", "C", "N", "H", "H", "H", "H", "H", "H", "C", "C", "O", "H", "H", "H", "H", "H", "H"],
  "coordinates": [[-0.765, -0.907, -0.183], [-2.177, -2.390, -1.315], [-3.084, -4.144, -0.075], [-1.962, -4.049, 2.131], [-0.718, -1.862, 1.872], [2.979, 1.146, 0.589], [2.321, 2.038, 1.388], [1.007, 1.674, 1.362], [0.857, 0.576, 0.557], [2.072, 0.277, 0.107], [2.193, -0.850, -0.772], [1.079, -1.526, -1.062], [1.436, -2.543, -1.919], [2.775, -2.476, -2.136], [3.233, -1.405, -1.407], [3.974, 1.152, 0.416], [2.828, 2.835, 1.902], [0.189, 2.130, 1.888], [0.717, -3.241, -2.308], [3.431, -3.083, -2.734], [4.196, -1.102, -1.375], [-3.684, 2.441, 0.463], [-2.267, 1.945, 0.563], [-2.142, 0.662, -0.163], [-3.774, 3.363, 1.037], [-4.387, 1.718, 0.876], [-3.954, 2.674, -0.568], [-1.985, 1.707, 1.588], [-1.549, 2.628, 0.112], [-2.840, 0.609, -0.832]],
  "gap_ev": [5.8, 5.8],
  "total_charge": 2,
  "multiplicity": 1,
  "homo_ev": [-13.78, -13.79]
}